[1]
{"formula": "C62H49Br2N4O4P2RbS4", "method": "ωB97M-V/def2-TZVPD", "elements": ["Rb", "C", "O", "C", "C", "C", "Br", "C", "C", "C", "O", "C", "N", "C", "C", "C", "C", "C", "C", "N", "H", "H", "H", "H", "H", "H", "H", "H", "H", "H", "H", "O", "C", "S", "C", "C", "S", "S", "S", "C", "C", "C", "C", "C", "C", "P", "C", "C", "C", "C", "C", "C", "C", "C", "C", "C", "C", "C", "C", "C", "C", "C", "H", "H", "H", "H", "H", "H", "H", "H", "H", "H", "H", "H", "H", "H", "H", "H", "O", "P", "C", "C", "C", "C", "C", "C", "C", "C", "C", "C", "C", "C", "C", "C", "C", "C", "C", "C", "H", "H", "H", "H", "H", "H", "H", "H", "H", "H", "H", "H", "H", "H", "H", "Br", "C", "C", "C", "C", "N", "C", "H", "H", "H", "H", "N", "H", "H", "H"], "positions_angstrom": [[-0.137, -0.121, 0.254], [2.583, 2.291, -2.457], [1.188, 2.010, -2.399], [0.433, 2.348, -3.464], [0.924, 2.819, -4.670], [0.022, 3.120, -5.684], [0.704, 3.778, -7.332], [-1.335, 2.954, -5.540], [-1.828, 2.467, -4.327], [-0.952, 2.182, -3.298], [-1.386, 1.678, -2.106], [-3.301, 2.293, -4.187], [-4.156, 2.755, -5.058], [-5.402, 2.407, -4.554], [-6.677, 2.654, -5.068], [-7.763, 2.209, -4.342], [-7.601, 1.539, -3.113], [-6.349, 1.289, -2.588], [-5.262, 1.723, -3.345], [-3.901, 1.654, -3.136], [2.755, 3.344, -2.692], [3.074, 1.661, -3.202], [2.972, 2.076, -1.468], [1.983, 2.935, -4.835], [-2.033, 3.185, -6.331], [-1.937, 2.320, -1.634], [-6.797, 3.190, -6.001], [-8.763, 2.387, -4.717], [-8.477, 1.225, -2.561], [-6.213, 0.793, -1.634], [-3.424, 1.159, -2.399], [-5.427, 1.305, 6.005], [-4.528, 1.472, 5.191], [-2.830, 1.635, 5.590], [-2.154, 1.817, 3.956], [-3.071, 1.819, 2.962], [-2.860, 2.067, 1.239], [-4.758, 1.579, 3.458], [-0.417, 1.969, 3.884], [0.483, -7.713, 2.298], [1.139, -7.275, 1.151], [1.375, -5.919, 0.965], [0.981, -4.959, 1.904], [0.319, -5.422, 3.043], [0.076, -6.779, 3.242], [1.442, -3.145, 1.485], [0.484, -2.392, 2.871], [-0.826, -1.981, 2.630], [-1.658, -1.544, 3.654], [-1.167, -1.489, 4.949], [0.150, -1.851, 5.198], [0.968, -2.303, 4.173], [3.124, -3.237, 2.230], [3.827, -4.197, 2.901], [5.115, -3.863, 3.406], [5.656, -2.614, 3.245], [4.947, -1.601, 2.540], [5.397, -0.275, 2.296], [4.603, 0.574, 1.568], [3.335, 0.163, 1.060], [2.816, -1.087, 1.296], [3.676, -1.940, 2.038], [0.292, -8.769, 2.452], [1.468, -7.992, 0.407], [1.886, -5.587, 0.066], [-0.004, -4.711, 3.795], [-0.428, -7.108, 4.144], [-1.213, -1.995, 1.619], [-2.671, -1.227, 3.438], [-1.796, -1.125, 5.748], [0.549, -1.766, 6.202], [1.991, -2.589, 4.389], [3.420, -5.188, 3.068], [5.677, -4.618, 3.945], [6.634, -2.391, 3.663], [6.354, 0.059, 2.687], [4.952, 1.586, 1.378], [2.774, 0.878, 0.465], [-1.815, -1.918, -1.068], [-2.256, -3.114, -1.845], [-0.901, -3.839, -2.804], [-1.035, -4.602, -3.965], [0.083, -5.176, -4.556], [1.335, -5.017, -3.977], [1.467, -4.300, -2.799], [0.355, -3.711, -2.213], [-2.821, -4.510, -0.847], [-2.354, -4.639, 0.457], [-2.751, -5.724, 1.230], [-3.588, -6.689, 0.694], [-4.037, -6.577, -0.618], [-3.659, -5.488, -1.386], [-3.686, -2.723, -2.885], [-4.846, -2.404, -2.165], [-6.045, -2.195, -2.824], [-6.102, -2.287, -4.210], [-4.952, -2.555, -4.934], [-3.747, -2.771, -4.274], [-2.006, -4.768, -4.406], [-0.027, -5.759, -5.463], [2.207, -5.459, -4.444], [2.436, -4.190, -2.325], [0.473, -3.161, -1.285], [-1.682, -3.898, 0.871], [-2.390, -5.811, 2.246], [-3.890, -7.535, 1.298], [-4.683, -7.337, -1.040], [-4.026, -5.393, -2.402], [-4.802, -2.324, -1.085], [-6.934, -1.953, -2.256], [-7.040, -2.124, -4.727], [-4.987, -2.594, -6.015], [-2.854, -2.949, -4.855], [2.930, 4.779, 4.044], [1.842, 4.391, 2.544], [0.982, 5.346, 2.039], [0.211, 5.004, 0.943], [0.362, 3.742, 0.393], [1.195, 2.828, 0.881], [1.908, 3.138, 1.962], [0.900, 6.317, 2.508], [-0.512, 5.696, 0.532], [-0.223, 3.443, -0.468], [2.535, 2.361, 2.383], [1.180, -0.911, -4.054], [0.870, -1.867, -4.188], [0.372, -0.389, -3.730], [1.833, -0.929, -3.277]], "lowdin_charge": [0.588, -0.044, -0.086, -0.229, -0.056, -0.668, 0.707, -0.081, -0.059, -0.193, -0.012, -0.245, 0.168, -0.230, -0.033, -0.112, -0.103, -0.016, -0.179, 0.192, 0.100, 0.097, 0.080, 0.099, 0.102, 0.091, 0.103, 0.089, 0.095, 0.118, 0.149, -0.153, -1.094, 0.878, -1.225, -1.246, 0.265, 0.856, 0.404, -0.122, -0.106, -0.124, -0.346, -0.097, -0.116, 1.045, -0.389, -0.186, -0.071, -0.102, -0.077, -0.084, -0.321, -0.087, -0.106, -0.058, -0.185, -0.068, -0.108, -0.174, -0.159, -0.263, 0.087, 0.090, 0.083, 0.098, 0.095, 0.020, 0.113, 0.080, 0.100, 0.106, 0.094, 0.085, 0.096, 0.092, 0.090, 0.025, -0.428, 0.781, -0.250, -0.087, -0.086, -0.086, -0.079, -0.088, -0.257, -0.033, -0.052, -0.079, -0.088, -0.082, -0.262, -0.069, -0.081, -0.082, -0.080, -0.081, 0.089, 0.099, 0.101, 0.113, 0.065, 0.085, 0.100, 0.100, 0.096, 0.105, 0.124, 0.106, 0.103, 0.101, 0.091, 0.699, -0.694, -0.122, -0.055, -0.164, 0.058, -0.246, 0.099, 0.103, 0.082, 0.092, 0.064, -0.010, 0.004, 0.018], "charge": -2, "homo_lumo_gap_ha": 0.1356, "spin_multiplicity": 1, "homo_energy_ev": -0.539}

---

[2]
{"formula": "C62H49Cl2N8O5STi", "method": "ωB97M-V/def2-TZVPD", "elements": ["Ti", "S", "N", "C", "C", "C", "C", "C", "N", "C", "C", "N", "C", "C", "C", "C", "C", "N", "H", "H", "H", "H", "H", "H", "C", "C", "C", "C", "C", "C", "C", "C", "N", "C", "C", "C", "C", "N", "C", "C", "C", "C", "C", "C", "C", "C", "H", "H", "H", "H", "H", "H", "H", "H", "H", "H", "H", "H", "H", "H", "H", "H", "H", "H", "H", "H", "H", "H", "H", "H", "Cl", "C", "C", "C", "Cl", "C", "C", "C", "C", "N", "C", "C", "O", "H", "H", "H", "H", "O", "C", "O", "C", "C", "C", "C", "O", "C", "O", "C", "C", "H", "H", "H", "H", "H", "N", "C", "C", "C", "C", "C", "C", "C", "C", "C", "C", "C", "C", "C", "H", "H", "H", "H", "H", "H", "H", "H", "H", "H"], "positions_angstrom": [[-0.449, -0.318, 0.060], [5.840, -3.943, -3.116], [4.709, -3.261, -4.062], [3.691, -2.983, -3.278], [2.440, -2.390, -3.691], [2.170, -2.078, -5.023], [0.941, -1.558, -5.347], [0.018, -1.361, -4.321], [0.266, -1.639, -3.055], [1.452, -2.147, -2.720], [1.679, -2.456, -1.277], [0.706, -2.175, -0.392], [1.066, -2.286, 1.009], [2.154, -3.235, 1.356], [3.043, -3.570, 0.420], [2.880, -3.091, -0.922], [3.884, -3.345, -1.907], [5.067, -3.901, -1.687], [2.931, -2.261, -5.771], [0.684, -1.303, -6.367], [-0.961, -0.950, -4.531], [0.185, -2.501, 1.588], [2.221, -3.608, 2.371], [3.881, -4.224, 0.635], [-3.331, 1.345, 2.572], [-2.244, 0.740, 3.420], [-1.983, 1.285, 4.670], [-1.163, 0.635, 5.578], [-0.680, -0.620, 5.255], [-0.919, -1.190, 4.004], [-0.570, -2.647, 3.816], [-1.601, -0.446, 3.032], [-1.746, -0.949, 1.698], [-2.855, -1.725, 1.510], [-3.853, -2.055, 2.602], [-3.047, -2.207, 0.232], [-4.182, -3.173, -0.023], [-2.211, -1.797, -0.739], [-2.397, -2.464, -1.989], [-3.267, -1.960, -2.962], [-4.170, -0.794, -2.683], [-3.373, -2.596, -4.199], [-2.664, -3.750, -4.474], [-1.885, -4.308, -3.470], [-1.764, -3.701, -2.228], [-1.021, -4.437, -1.144], [-3.295, 2.436, 2.588], [-4.302, 1.043, 2.978], [-3.283, 0.998, 1.543], [-2.449, 2.230, 4.935], [-0.950, 1.077, 6.545], [-0.131, -1.198, 5.994], [0.506, -2.818, 3.734], [-1.054, -3.067, 2.935], [-0.920, -3.209, 4.685], [-3.715, -1.431, 3.482], [-3.771, -3.098, 2.938], [-4.881, -1.911, 2.259], [-4.521, -3.638, 0.901], [-3.884, -3.963, -0.709], [-5.042, -2.667, -0.479], [-4.024, -0.420, -1.673], [-5.215, -1.100, -2.784], [-4.000, 0.014, -3.399], [-4.038, -2.174, -4.947], [-2.741, -4.229, -5.444], [-1.363, -5.245, -3.645], [-0.005, -4.690, -1.460], [-1.539, -5.375, -0.920], [-0.948, -3.849, -0.237], [0.969, 2.897, 3.419], [-0.198, 3.368, 2.224], [-0.634, 4.701, 2.206], [-1.540, 5.116, 1.277], [-2.012, 6.797, 1.230], [-2.092, 4.206, 0.344], [-3.054, 4.544, -0.631], [-3.506, 3.576, -1.476], [-3.011, 2.264, -1.348], [-2.137, 1.904, -0.444], [-1.657, 2.864, 0.385], [-0.648, 2.428, 1.310], [-0.203, 1.217, 1.266], [-0.223, 5.401, 2.920], [-3.408, 5.564, -0.701], [-4.230, 3.799, -2.250], [-3.328, 1.501, -2.037], [-0.858, 1.264, -3.316], [-0.164, 1.530, -2.350], [0.211, 0.659, -1.445], [0.247, 2.964, -2.121], [1.049, 3.339, -1.054], [1.311, 4.681, -0.766], [0.714, 5.609, -1.579], [0.782, 6.978, -1.496], [-0.117, 7.475, -2.485], [-0.567, 6.376, -3.270], [-0.089, 5.243, -2.644], [-0.334, 3.934, -2.954], [1.442, 2.574, -0.406], [1.924, 4.969, 0.079], [0.410, 8.185, -3.124], [-0.971, 7.947, -1.991], [-0.974, 3.631, -3.772], [1.348, -0.783, 1.142], [2.462, -0.284, 1.499], [3.059, 0.853, 0.755], [3.182, 0.703, -0.625], [3.890, 1.635, -1.370], [4.459, 2.733, -0.743], [4.338, 2.888, 0.633], [3.660, 1.940, 1.384], [3.319, -0.871, 2.563], [2.763, -1.071, 3.820], [3.535, -1.597, 4.848], [4.862, -1.924, 4.618], [5.428, -1.699, 3.367], [4.665, -1.156, 2.348], [2.725, -0.152, -1.106], [3.978, 1.508, -2.442], [4.997, 3.471, -1.326], [4.780, 3.747, 1.124], [3.586, 2.045, 2.458], [1.733, -0.785, 3.987], [3.096, -1.746, 5.828], [5.464, -2.342, 5.416], [6.467, -1.951, 3.188], [5.098, -0.984, 1.368]], "lowdin_charge": [1.181, 0.914, -0.237, -0.322, -0.094, -0.012, -0.041, -0.119, 0.153, -0.129, -0.183, 0.014, -0.314, -0.042, -0.035, -0.126, -0.324, -0.246, 0.110, 0.101, 0.101, 0.073, 0.100, 0.111, -0.022, -0.220, -0.068, -0.100, -0.075, -0.210, -0.032, -0.215, -0.016, -0.319, -0.043, -0.331, -0.013, 0.042, -0.228, -0.216, -0.048, -0.076, -0.104, -0.066, -0.227, -0.037, 0.083, 0.089, 0.066, 0.113, 0.096, 0.109, 0.060, 0.071, 0.087, 0.071, 0.079, 0.078, 0.063, 0.078, 0.087, 0.058, 0.082, 0.077, 0.107, 0.092, 0.109, 0.081, 0.083, 0.055, 0.739, -0.563, -0.133, -0.610, 0.669, -0.178, -0.026, -0.030, -0.104, 0.136, -0.170, -0.388, -0.185, 0.103, 0.090, 0.107, 0.080, 0.058, -0.538, -0.159, -0.111, -0.017, 0.033, -0.211, 0.021, -0.146, 0.021, -0.200, 0.072, 0.097, 0.125, 0.131, 0.126, 0.133, 0.093, -0.181, -0.166, -0.018, -0.065, -0.091, -0.083, -0.044, -0.169, -0.020, -0.072, -0.091, -0.074, -0.018, 0.105, 0.111, 0.102, 0.102, 0.093, 0.099, 0.101, 0.097, 0.102, 0.128], "charge": -1, "homo_lumo_gap_ha": [0.1920, 0.1919], "spin_multiplicity": 1, "homo_energy_ev": [-3.153, -3.151]}

---

In eV, the calculated total energy values for the records above are, in order, -281902.7470; -146249.4897.